No. 1
C3H5NO2 in the gas phase in a non-equilibrium geometry, computed with ωB97M-V with the def2-TZVPD basis set.

Geometry as ORCA input:
```
! RIJCOSX wB97M-V def2-TZVPD def2/J DEFGRID3
* xyz 0 1
H -2.22 -0.62 -1.19
N -1.43 -0.25 -0.68
C -0.38 -0.23 -1.39
O 0.87 0.15 -0.97
C 1.29 0.24 0.40
C 0.13 0.40 1.28
O 2.41 -0.06 0.67
H -0.33 -0.52 -2.44
H -0.59 1.16 0.92
H 0.03 -0.70 1.04
H 0.21 0.43 2.36
*
```

Summary:
HOMO-LUMO gap (eV): 11.2
HOMO energy (eV): -10.429
Maximum force (eV/Å): 2.37
Molar mass (g mol⁻¹): 87.08
SMILES: [H]/N=C/OC(C)=O
Total energy (Eh): -322.49858
ΔE to the lowest compared entry with this formula, charge and spin (kcal/mol): 47.5

Results of the natural (NBO) charge analysis, in e, for atoms 1 through 4: H 0.36; N -0.70; C 0.41; O -0.54

---

No. 2
C3H5NO2 in the gas phase, computed with ωB97M-V with the def2-TZVPD basis set.

Geometry as ORCA input:
```
! RIJCOSX wB97M-V def2-TZVPD def2/J DEFGRID3
* xyz 0 1
H 3.34 0.31 0.93
N 2.42 0.48 1.32
C 1.55 0.21 0.45
O 0.23 0.41 0.78
C -0.76 -0.10 0.00
C -2.04 0.20 0.22
O -0.31 -0.94 -0.96
H 1.70 -0.17 -0.56
H -2.31 0.94 0.96
H -2.81 -0.32 -0.32
H -1.03 -1.06 -1.60
*
```

Summary:
HOMO-LUMO gap (eV): 9.5
HOMO energy (eV): -8.956
Maximum force (eV/Å): 0.39
Molar mass (g mol⁻¹): 87.08
SMILES: [H]/N=C/OC(=C)O
Total energy (Eh): -322.50514
ΔE to the lowest compared entry with this formula, charge and spin (kcal/mol): 43.4

Results of the natural (NBO) charge analysis, in e, for atoms 1 through 4: H 0.35; N -0.64; C 0.38; O -0.48

---

No. 3
A molecular structure, C3H5NO2, computed with ωB97M-V with the def2-TZVPD basis set.

Geometry as ORCA input:
```
! RIJCOSX wB97M-V def2-TZVPD def2/J DEFGRID3
* xyz 0 1
C 0.20 1.11 0.07
N -0.98 -0.53 -1.30
C -0.07 -0.55 1.10
C 0.17 -0.15 -0.59
O 1.45 1.57 0.16
O 0.80 -0.91 1.83
H 1.47 2.29 0.80
H -1.80 0.03 -1.09
H -1.18 -1.52 -1.31
H -1.15 -0.71 1.25
H 1.09 -0.63 -0.93
*
```

Summary:
HOMO-LUMO gap (eV): 8.8
HOMO energy (eV): -8.843
Maximum force (eV/Å): 0.53
Molar mass (g mol⁻¹): 87.08
Total energy (Eh): -322.42311
ΔE to the lowest compared entry with this formula, charge and spin (kcal/mol): 94.9

Results of the natural (NBO) charge analysis, in e, for atoms 1 through 4: C 0.14; N -0.80; C 0.40; C -0.18

---

No. 4
C3H5NO2 in the gas phase in a non-equilibrium geometry, computed with ωB97M-V with the def2-TZVPD basis set.

Geometry as ORCA input:
```
! RIJCOSX wB97M-V def2-TZVPD def2/J DEFGRID3
* xyz 0 1
O 0.26 1.79 -0.74
C -0.04 0.83 0.11
C -1.10 -0.15 -0.21
N -0.16 -1.27 0.01
C 1.32 -0.73 -0.13
O 2.21 -1.48 0.19
H 1.16 2.05 -0.52
H 0.19 0.95 1.17
H -1.96 -0.16 0.49
H -1.49 -0.05 -1.23
H -0.38 -1.78 0.85
*
```

Summary:
HOMO-LUMO gap (alpha / beta) (eV): 8.1 / 8.1
HOMO energy (alpha / beta) (eV): -7.901 / -7.902
Maximum force (eV/Å): 4.15
Molar mass (g mol⁻¹): 87.08
Total energy (Eh): -322.41775
ΔE to the lowest compared entry with this formula, charge and spin (kcal/mol): 98.3

Results of the natural (NBO) charge analysis, in e, for atoms 1 through 4: O -0.65; C 0.26; C -0.32; N -0.70

---

No. 5
C3H5NO2 in the gas phase in a non-equilibrium geometry, computed with ωB97M-V with the def2-TZVPD basis set.

Geometry as ORCA input:
```
! RIJCOSX wB97M-V def2-TZVPD def2/J DEFGRID3
* xyz 0 1
N 2.77 0.49 -0.57
C 1.77 0.25 -0.05
C 0.48 -0.01 0.64
O 0.31 -1.37 0.90
C -0.72 0.57 -0.19
O -1.58 -0.49 -0.60
H 0.53 0.53 1.60
H -0.48 -1.63 0.39
H -0.35 1.13 -1.05
H -1.31 1.24 0.44
H -1.42 -0.69 -1.52
*
```

Summary:
HOMO-LUMO gap (eV): 11.6
HOMO energy (eV): -11.233
Maximum force (eV/Å): 1.10
Molar mass (g mol⁻¹): 87.08
SMILES: N#C[C@H](O)CO
Total energy (Eh): -322.51372
ΔE to the lowest compared entry with this formula, charge and spin (kcal/mol): 38.0

Results of the natural (NBO) charge analysis, in e, for atoms 1 through 4: N -0.31; C 0.25; C -0.02; O -0.69

---

No. 6
C3H5NO2 in the gas phase in a non-equilibrium geometry, computed with ωB97M-V with the def2-TZVPD basis set.

Geometry as ORCA input:
```
! RIJCOSX wB97M-V def2-TZVPD def2/J DEFGRID3
* xyz 0 1
C 0.14 -0.96 -1.48
N -0.72 -0.41 -0.42
C -0.14 0.46 0.46
O 1.00 0.89 0.23
C -0.02 1.14 1.86
O 0.42 0.60 2.84
H 1.16 -0.67 -1.25
H 0.06 -2.05 -1.50
H -0.10 -0.57 -2.47
H -1.68 -0.71 -0.38
H -0.15 2.23 1.77
*
```

Summary:
HOMO-LUMO gap (eV): 10.3
HOMO energy (eV): -9.513
Maximum force (eV/Å): 1.34
Molar mass (g mol⁻¹): 87.08
SMILES: CNC(=O)C=O
Total energy (Eh): -322.49335
ΔE to the lowest compared entry with this formula, charge and spin (kcal/mol): 50.8

Results of the natural (NBO) charge analysis, in e, for atoms 1 through 4: C -0.43; N -0.59; C 0.54; O -0.58

---

No. 7
C3H5NO2 in the gas phase, computed with ωB97M-V with the def2-TZVPD basis set.

Geometry as ORCA input:
```
! RIJCOSX wB97M-V def2-TZVPD def2/J DEFGRID3
* xyz 0 1
O -2.15 -1.23 -1.26
C -1.02 -1.09 -0.91
C -0.66 -0.26 0.32
N 0.76 0.00 0.43
C 1.26 1.25 0.25
O 0.63 2.19 -0.17
H -0.18 -1.54 -1.47
H -1.14 0.70 0.14
H -1.14 -0.66 1.21
H 1.31 -0.67 0.94
H 2.33 1.31 0.53
*
```

Summary:
HOMO-LUMO gap (eV): 10.6
HOMO energy (eV): -9.983
Maximum force (eV/Å): 0.93
Molar mass (g mol⁻¹): 87.08
SMILES: O=CCNC=O
Total energy (Eh): -322.53936
ΔE to the lowest compared entry with this formula, charge and spin (kcal/mol): 21.9

Results of the natural (NBO) charge analysis, in e, for atoms 1 through 4: O -0.50; C 0.44; C -0.37; N -0.62

---

No. 8
C3H5NO2 in the gas phase in a non-equilibrium geometry, computed with ωB97M-V with the def2-TZVPD basis set.

Geometry as ORCA input:
```
! RIJCOSX wB97M-V def2-TZVPD def2/J DEFGRID3
* xyz 0 1
C 0.09 -0.05 0.05
C -0.67 -1.29 0.19
C 0.69 0.95 -0.93
N 0.01 0.38 1.24
O 0.00 1.33 1.95
O -1.04 -1.22 1.55
H -1.53 -1.45 -0.50
H 0.13 -2.06 0.07
H 0.16 0.61 -1.81
H 1.78 0.88 -1.08
H 0.38 1.92 -0.73
*
```

Summary:
HOMO-LUMO gap (alpha / beta) (eV): 9.1 / 9.2
HOMO energy (alpha / beta) (eV): -9.702 / -9.711
Maximum force (eV/Å): 3.60
Molar mass (g mol⁻¹): 87.08
Total energy (Eh): -322.34603
ΔE to the lowest compared entry with this formula, charge and spin (kcal/mol): 143.3

Results of the natural (NBO) charge analysis, in e, for atoms 1 through 4: C 0.15; C -0.11; C -0.65; N 0.35

---

No. 9
2 unconnected molecules or ions with the total composition C3H5NO2 in a non-equilibrium geometry, computed with ωB97M-V with the def2-TZVPD basis set.

Geometry as ORCA input:
```
! RIJCOSX wB97M-V def2-TZVPD def2/J DEFGRID3
* xyz 0 1
O 2.22 -0.61 -0.67
C 1.78 -0.01 0.27
C 0.34 0.27 0.33
N -0.43 -0.33 -0.70
C -2.79 -0.21 -0.30
O -2.76 0.13 0.79
H 2.37 0.38 1.13
H 0.06 -0.05 1.35
H 0.28 1.36 0.36
H 0.02 -1.10 -1.18
H -1.02 0.21 -1.42
*
```

Summary:
HOMO-LUMO gap (eV): 10.3
HOMO energy (eV): -9.364
Maximum force (eV/Å): 2.81
Molar mass (g mol⁻¹): 87.08
Total energy (Eh): -322.49910
ΔE to the lowest compared entry with this formula, charge and spin (kcal/mol): 47.2

Results of the natural (NBO) charge analysis, in e, for atoms 1 through 4: O -0.53; C 0.43; C -0.33; N -0.86

---

No. 10
C3H5NO2 in the gas phase in a non-equilibrium geometry, computed with ωB97M-V with the def2-TZVPD basis set.

Geometry as ORCA input:
```
! RIJCOSX wB97M-V def2-TZVPD def2/J DEFGRID3
* xyz 0 1
O -1.25 -1.78 0.01
N -1.76 -0.62 0.08
C -1.03 0.43 -0.08
C 0.37 0.33 -0.01
C 1.04 -0.85 -0.08
O 2.41 -0.90 0.04
H -2.81 -0.40 0.29
H -1.66 1.27 -0.12
H 0.83 1.21 0.21
H 0.55 -1.77 -0.47
H 2.99 -0.25 0.43
*
```

Summary:
HOMO-LUMO gap (eV): 8.8
HOMO energy (eV): -8.118
Maximum force (eV/Å): 2.64
Molar mass (g mol⁻¹): 87.08
SMILES: [O-]/[NH+]=C\C=C\O
Total energy (Eh): -322.42001
ΔE to the lowest compared entry with this formula, charge and spin (kcal/mol): 96.8

Results of the natural (NBO) charge analysis, in e, for atoms 1 through 4: O -0.55; N -0.06; C 0.00; C -0.42

---

No. 11
2 unconnected molecules or ions with the total composition C3H5NO2 in a non-equilibrium geometry, computed with ωB97M-V with the def2-TZVPD basis set.

Geometry as ORCA input:
```
! RIJCOSX wB97M-V def2-TZVPD def2/J DEFGRID3
* xyz 0 1
C -2.24 -1.06 0.42
C -0.81 -1.08 0.41
N 0.31 -0.86 0.52
O 1.48 -0.82 0.56
H -2.58 -1.49 -0.49
H -2.63 -0.08 0.40
H -2.75 -1.60 1.24
C 2.32 1.68 -0.75
O 1.14 1.42 -0.90
H 2.57 2.74 -1.03
H 3.18 1.15 -0.39
*
```

Summary:
HOMO-LUMO gap (eV): 10.1
HOMO energy (eV): -9.179
Maximum force (eV/Å): 3.63
Molar mass (g mol⁻¹): 87.08
SMILES: CC#[N+][O-].C=O
Total energy (Eh): -322.40074
ΔE to the lowest compared entry with this formula, charge and spin (kcal/mol): 108.9

Results of the natural (NBO) charge analysis, in e, for atoms 1 through 4: C -0.69; C 0.17; N 0.23; O -0.44

---

No. 12
C3H5NO2 in the gas phase, computed with ωB97M-V with the def2-TZVPD basis set.

Geometry as ORCA input:
```
! RIJCOSX wB97M-V def2-TZVPD def2/J DEFGRID3
* xyz 0 1
H -1.02 -3.25 0.81
N -1.18 -2.27 1.05
C -0.39 -1.53 0.41
O -0.46 -0.18 0.65
C 0.13 0.72 -0.16
C 0.24 2.02 0.10
O 0.62 0.24 -1.33
H 0.36 -1.81 -0.32
H 0.19 2.45 1.08
H 0.26 2.68 -0.77
H 1.25 0.95 -1.51
*
```

Summary:
HOMO-LUMO gap (eV): 9.6
HOMO energy (eV): -8.876
Maximum force (eV/Å): 0.84
Molar mass (g mol⁻¹): 87.08
SMILES: [H]/N=C/OC(=C)O
Total energy (Eh): -322.49178
ΔE to the lowest compared entry with this formula, charge and spin (kcal/mol): 51.8

Results of the natural (NBO) charge analysis, in e, for atoms 1 through 4: H 0.35; N -0.64; C 0.38; O -0.48

---

No. 13
C3H5NO2 in the gas phase in a non-equilibrium geometry, computed with ωB97M-V with the def2-TZVPD basis set.

Geometry as ORCA input:
```
! RIJCOSX wB97M-V def2-TZVPD def2/J DEFGRID3
* xyz 0 1
N 0.42 2.09 2.00
C 0.37 1.07 1.46
C 0.19 -0.15 0.66
O 1.41 -0.85 0.57
C -0.33 0.27 -0.71
O -0.40 -0.88 -1.53
H -0.58 -0.77 1.15
H 1.27 -1.50 -0.14
H 0.33 1.01 -1.18
H -1.33 0.71 -0.59
H -1.34 -1.00 -1.69
*
```

Summary:
HOMO-LUMO gap (eV): 11.3
HOMO energy (eV): -10.915
Maximum force (eV/Å): 1.08
Molar mass (g mol⁻¹): 87.08
SMILES: N#C[C@H](O)CO
Total energy (Eh): -322.51677
ΔE to the lowest compared entry with this formula, charge and spin (kcal/mol): 36.1

Results of the natural (NBO) charge analysis, in e, for atoms 1 through 4: N -0.30; C 0.26; C -0.02; O -0.68

---

No. 14
C3H5NO2 in the gas phase, computed with ωB97M-V with the def2-TZVPD basis set.

Geometry as ORCA input:
```
! RIJCOSX wB97M-V def2-TZVPD def2/J DEFGRID3
* xyz 0 1
H 2.12 1.34 0.46
N 1.54 0.51 0.55
C 1.26 0.02 -0.58
O 0.34 -0.97 -0.76
C -0.83 -0.94 0.09
C -1.19 0.51 0.37
O -0.98 1.07 1.41
H 1.65 0.33 -1.55
H -0.68 -1.50 1.02
H -1.62 -1.41 -0.51
H -1.62 1.06 -0.50
*
```

Summary:
HOMO-LUMO gap (eV): 10.6
HOMO energy (eV): -9.796
Maximum force (eV/Å): 0.78
Molar mass (g mol⁻¹): 87.08
SMILES: [H]/N=C/OCC=O
Total energy (Eh): -322.49247
ΔE to the lowest compared entry with this formula, charge and spin (kcal/mol): 51.4

Results of the natural (NBO) charge analysis, in e, for atoms 1 through 4: H 0.36; N -0.67; C 0.39; O -0.51

---

No. 15
C3H5NO2 in the gas phase, computed with ωB97M-V with the def2-TZVPD basis set.

Geometry as ORCA input:
```
! RIJCOSX wB97M-V def2-TZVPD def2/J DEFGRID3
* xyz 0 1
O 0.46 1.59 -0.34
C -0.01 0.55 0.51
C -1.27 0.55 -0.17
N 0.06 -1.80 0.47
C 0.74 -0.75 0.12
O 1.76 -0.52 -0.57
H 1.20 1.06 -0.81
H 0.01 0.81 1.57
H -2.20 0.93 0.26
H -1.28 0.22 -1.20
H 0.53 -2.65 0.16
*
```

Summary:
HOMO-LUMO gap (alpha / beta) (eV): 6.8 / 6.8
HOMO energy (alpha / beta) (eV): -9.110 / -9.110
Maximum force (eV/Å): 0.29
Molar mass (g mol⁻¹): 87.08
Total energy (Eh): -322.40716
ΔE to the lowest compared entry with this formula, charge and spin (kcal/mol): 104.9

Results of the natural (NBO) charge analysis, in e, for atoms 1 through 4: O -0.62; C -0.13; C 0.17; N -0.81

---

No. 16
C3H5NO2 in the gas phase, computed with ωB97M-V with the def2-TZVPD basis set.

Geometry as ORCA input:
```
! RIJCOSX wB97M-V def2-TZVPD def2/J DEFGRID3
* xyz 0 1
N -0.77 -0.25 -1.56
C 0.12 0.33 -0.77
C 0.10 0.41 1.51
O 1.45 0.36 1.17
C 0.74 -0.48 0.25
O 0.77 -1.71 0.24
H -1.07 -1.18 -1.28
H -1.18 0.19 -2.37
H 0.44 1.33 -1.03
H -0.40 1.37 1.62
H -0.19 -0.35 2.24
*
```

Summary:
HOMO-LUMO gap (eV): 8.4
HOMO energy (eV): -8.105
Maximum force (eV/Å): 0.60
Molar mass (g mol⁻¹): 87.08
Total energy (Eh): -322.44019
ΔE to the lowest compared entry with this formula, charge and spin (kcal/mol): 84.2

Results of the natural (NBO) charge analysis, in e, for atoms 1 through 4: N -0.72; C 0.13; C -0.14; O -0.50

---

No. 17
2 unconnected molecules or ions with the total composition C3H5NO2 in a non-equilibrium geometry, computed with ωB97M-V with the def2-TZVPD basis set.

Geometry as ORCA input:
```
! RIJCOSX wB97M-V def2-TZVPD def2/J DEFGRID3
* xyz 0 1
N 0.62 2.21 0.12
C -0.08 1.07 0.05
O -0.24 0.40 -0.97
O -0.81 0.90 1.15
H 0.54 2.80 0.93
H 1.12 2.53 -0.70
H -1.35 0.11 0.95
C 0.43 -2.08 -0.19
C -0.35 -2.88 -0.65
H 1.15 -1.45 0.32
H -1.04 -3.61 -1.01
*
```

Summary:
HOMO-LUMO gap (eV): 10.5
HOMO energy (eV): -9.794
Maximum force (eV/Å): 3.05
Molar mass (g mol⁻¹): 87.08
SMILES: NC(=O)O.C#C
Total energy (Eh): -322.49409
ΔE to the lowest compared entry with this formula, charge and spin (kcal/mol): 50.4

Results of the natural (NBO) charge analysis, in e, for atoms 1 through 4: N -0.84; C 0.86; O -0.65; O -0.69

---

No. 18
C3H5NO2S in the gas phase in a non-equilibrium geometry, computed with ωB97M-V with the def2-TZVPD basis set.

Geometry as ORCA input:
```
! RIJCOSX wB97M-V def2-TZVPD def2/J DEFGRID3
* xyz 0 1
C 1.01 0.87 0.05
C 0.72 1.93 0.61
C 0.31 -0.33 -0.52
N 0.67 -1.46 0.06
O -2.42 0.06 -1.08
O -2.04 -0.66 1.09
S -1.67 0.33 0.13
H 1.91 0.78 -0.46
H 0.27 2.63 1.23
H 0.43 -0.45 -1.62
H 0.42 -1.47 1.11
H 0.39 -2.22 -0.57
*
```

Summary:
HOMO-LUMO gap (alpha / beta) (eV): 7.7 / 7.4
HOMO energy (alpha / beta) (eV): -8.212 / -8.835
Maximum force (eV/Å): 3.08
Molar mass (g mol⁻¹): 119.14
Total energy (Eh): -720.53275
ΔE to the lowest compared entry with this formula, charge and spin (kcal/mol): 134.1

Results of the natural (NBO) charge analysis, in e, for atoms 1 through 4: C -0.39; C -0.06; C -0.10; N -0.75

---

No. 19
C3H5NO2S in the gas phase in a non-equilibrium geometry, computed with ωB97M-V with the def2-TZVPD basis set.

Geometry as ORCA input:
```
! RIJCOSX wB97M-V def2-TZVPD def2/J DEFGRID3
* xyz 0 1
C 1.15 1.43 0.28
C -0.07 0.65 -0.08
O -1.03 0.99 -0.82
C 0.09 -0.94 -0.07
S 1.58 -1.54 -0.39
N -1.00 -1.57 0.20
O -2.27 -0.96 0.00
H 1.97 1.15 -0.34
H 1.52 1.22 1.29
H 1.00 2.47 0.20
H -0.94 -2.61 0.45
H -2.01 -0.31 -0.71
*
```

Summary:
HOMO-LUMO gap (eV): 8.4
HOMO energy (eV): -8.826
Maximum force (eV/Å): 4.54
Molar mass (g mol⁻¹): 119.14
SMILES: CC(=O)C(=S)NO
Total energy (Eh): -720.63839
ΔE to the lowest compared entry with this formula, charge and spin (kcal/mol): 67.8

Results of the natural (NBO) charge analysis, in e, for atoms 1 through 4: C -0.73; C 0.58; O -0.56; C -0.02

---

No. 20
C3H5NO2S in the gas phase in a non-equilibrium geometry, computed with ωB97M-V with the def2-TZVPD basis set.

Geometry as ORCA input:
```
! RIJCOSX wB97M-V def2-TZVPD def2/J DEFGRID3
* xyz 0 1
C 0.45 0.53 1.76
C -0.58 -0.94 -0.35
C -0.32 0.54 -0.80
N -0.40 1.55 0.11
O 0.71 1.17 2.84
O 1.03 0.52 -1.28
S 0.23 -1.08 1.39
H -1.65 -1.09 -0.10
H 0.06 -1.72 -0.83
H -0.83 0.90 -1.75
H 0.48 0.84 3.68
H 1.58 1.02 -0.71
*
```

Summary:
HOMO-LUMO gap (eV): 7.4
HOMO energy (eV): -7.767
Maximum force (eV/Å): 4.72
Molar mass (g mol⁻¹): 119.14
Total energy (Eh): -720.51603
ΔE to the lowest compared entry with this formula, charge and spin (kcal/mol): 144.6

Results of the natural (NBO) charge analysis, in e, for atoms 1 through 4: C 0.27; C -0.46; C 0.08; N -0.50